# 1
Computed, not measured: C5H9NO in the gas phase, with ωB97M-V/def2-TZVPD.

Properties
total energy: -8865.1576 eV
total charge: 0
LUMO: 0.987 eV
Kohn-Sham gap: 9.64 eV
SMILES: C[C@H]1CC=C1NO
HOMO level: -8.652 eV

Cartesian coordinates (Å):
C  -1.621  -1.089  0.043
C  -0.613  -0.198  -0.672
C  -0.773  1.361  -0.634
C  0.660  1.411  -0.140
C  0.729  0.083  -0.056
N  1.552  -0.843  0.622
O  2.840  -0.245  0.748
H  -2.586  -1.063  -0.476
H  -1.794  -0.784  1.083
H  -1.281  -2.131  0.049
H  -0.470  -0.558  -1.698
H  -1.013  1.834  -1.589
H  -1.492  1.685  0.133
H  1.344  2.209  0.130
H  1.116  -0.710  1.541
H  3.414  -0.997  0.945

=====

# 2
Computed, not measured: C5H9NO in the gas phase, with ωB97M-V/def2-TZVPD.

Properties
total energy: -8865.9328 eV
total charge: 0
LUMO: 1.099 eV
Kohn-Sham gap: 10.27 eV
SMILES: C[C@H]1C[C@H]1/C=N\O
HOMO level: -9.168 eV

Cartesian coordinates (Å):
C  -1.564  -1.047  -0.188
C  -0.672  -0.013  -0.857
C  -0.832  1.401  -0.407
C  0.452  0.681  -0.096
C  0.816  -0.040  1.131
N  1.928  -0.629  1.337
O  2.842  -0.383  0.314
H  -2.503  -1.100  -0.748
H  -1.829  -0.764  0.838
H  -1.129  -2.052  -0.151
H  -0.461  -0.219  -1.902
H  -0.746  2.177  -1.162
H  -1.569  1.612  0.363
H  1.311  1.059  -0.643
H  0.058  -0.258  1.878
H  3.625  -0.864  0.607

=====

# 3
Computed, not measured: C5H9NO in the gas phase, with ωB97M-V/def2-TZVPD.

Properties
total energy: -8864.0557 eV
total charge: 0
LUMO (alpha / beta): -0.454 / 0.279 eV
Kohn-Sham gap (alpha / beta): 6.70 / 8.31 eV
HOMO level (alpha / beta): -7.157 / -8.034 eV

Cartesian coordinates (Å):
C  1.983  0.135  -0.221
C  0.690  -0.011  0.585
C  -0.471  -0.663  -0.118
O  -0.303  -1.985  -0.303
C  -1.840  -0.249  -0.207
C  -2.113  1.188  0.597
N  -1.373  2.102  0.178
H  1.866  0.891  -1.003
H  2.798  0.445  0.442
H  2.278  -0.804  -0.701
H  0.391  0.949  1.001
H  0.886  -0.672  1.449
H  -0.700  1.845  -0.581
H  0.566  -2.263  0.029
H  -2.480  -1.115  -0.011
H  -2.179  0.208  -1.136

=====

# 4
Computed, not measured: C5H9NO in the gas phase, with ωB97M-V/def2-TZVPD.

Properties
total energy: -8866.1706 eV
total charge: 0
LUMO: 1.085 eV
Kohn-Sham gap: 10.50 eV
SMILES: C[C@H]1CC/C1=N\O
HOMO level: -9.418 eV

Cartesian coordinates (Å):
C  -1.586  -1.207  -0.260
C  -0.516  -0.186  -0.607
C  -0.758  1.281  -0.161
C  0.716  1.396  0.321
C  0.802  -0.105  0.115
N  1.586  -1.081  0.257
O  2.810  -0.769  0.827
H  -2.473  -0.985  -0.864
H  -1.877  -1.161  0.795
H  -1.269  -2.230  -0.487
H  -0.249  -0.304  -1.665
H  -1.111  1.997  -0.906
H  -1.443  1.291  0.694
H  0.882  1.774  1.335
H  1.363  1.957  -0.364
H  3.125  -1.667  0.970

=====

# 5
Computed, not measured: C5H9NO in the gas phase, with ωB97M-V/def2-TZVPD.

Properties
total energy: -8867.1218 eV
total charge: 0
LUMO: 1.081 eV
Kohn-Sham gap: 11.23 eV
SMILES: [H]/N=C(/C)OC1CC1
HOMO level: -10.152 eV

Cartesian coordinates (Å):
H  -2.348  -0.245  -0.819
N  -1.836  0.524  -1.255
C  -0.910  0.949  -0.506
C  -0.026  2.098  -0.908
O  -0.561  0.443  0.727
C  -0.390  -0.953  0.770
C  0.874  -1.443  1.397
C  0.694  -1.510  -0.097
H  -0.516  3.053  -0.699
H  0.915  2.065  -0.352
H  0.169  2.038  -1.982
H  -1.299  -1.527  0.936
H  1.560  -0.709  1.806
H  0.819  -2.371  1.957
H  1.225  -0.768  -0.687
H  0.558  -2.470  -0.584

=====

# 6
Computed, not measured: C5H9NO as an isolated structure, with ωB97M-V/def2-TZVPD.

Properties
total energy: -8864.4103 eV
total charge: 0
LUMO: 0.764 eV
Kohn-Sham gap: 9.03 eV
HOMO level: -8.268 eV

Cartesian coordinates (Å):
C  -2.086  -0.255  -0.248
C  -0.558  -0.313  -0.118
C  0.076  1.012  0.266
C  2.195  0.686  -0.170
O  2.232  -0.562  -0.679
C  -0.158  -1.342  0.855
N  0.188  -2.135  1.625
H  -2.361  0.480  -1.009
H  -2.553  0.038  0.696
H  -2.493  -1.226  -0.548
H  -0.134  -0.639  -1.075
H  -0.149  1.794  -0.457
H  -0.246  1.344  1.259
H  1.377  0.932  0.685
H  2.109  1.388  -1.004
H  2.442  -1.176  0.039

=====

# 7
Computed, not measured: C5H9NO in the gas phase, with ωB97M-V/def2-TZVPD.

Properties
total energy: -8867.2485 eV
total charge: 0
LUMO: 0.957 eV
Kohn-Sham gap: 10.33 eV
SMILES: CC(=O)[C@@H]1CN1C
HOMO level: -9.370 eV

Cartesian coordinates (Å):
C  -1.418  1.180  1.288
C  -1.453  -0.212  0.700
O  -2.408  -0.948  0.838
C  -0.263  -0.704  -0.067
C  1.125  -0.620  0.482
N  0.699  0.256  -0.578
C  1.219  -0.027  -1.904
H  -2.363  1.679  1.051
H  -1.347  1.107  2.378
H  -0.577  1.760  0.904
H  -0.494  -1.577  -0.673
H  1.787  -1.450  0.229
H  1.307  -0.153  1.448
H  2.190  0.462  -2.020
H  0.538  0.385  -2.652
H  1.345  -1.106  -2.092

=====

# 8
Computed, not measured: C5H9NO in the gas phase, with ωB97M-V/def2-TZVPD.

Properties
total energy: -8864.8238 eV
total charge: 0
LUMO: 0.962 eV
Kohn-Sham gap: 10.30 eV
SMILES: C[C@H]1N[C@H]1CC=O
HOMO level: -9.341 eV

Cartesian coordinates (Å):
C  1.131  0.159  1.448
C  0.317  -0.971  0.864
N  -1.101  -0.971  1.207
C  -0.695  -0.792  -0.218
C  -0.930  0.736  -1.224
C  0.291  1.343  -1.828
O  1.443  1.127  -1.518
H  0.497  1.039  1.595
H  1.551  -0.115  2.424
H  1.937  0.419  0.760
H  0.837  -1.932  0.835
H  -1.454  -1.917  1.401
H  -0.967  -1.596  -0.872
H  -1.217  0.771  -0.194
H  -1.721  0.665  -1.991
H  0.081  2.036  -2.688

=====

Let's list energy above the lowest of the compared OMol25 structures with the same formula, charge and spin in order: 4.0550 3.2798 5.1569 3.0420 2.0908 4.8023 1.9641 4.3888 eV.
Let's list max |F| in order: 0.018 0.011 0.032 0.012 0.009 0.022 0.007 0.059 Eh/bohr.